Here is an isolated molecule of C3HNOS at a distorted geometry from the OMol25 dataset. Energies are from the ωB97M-V functional and the def2-TZVPD basis.

Element x y z (Å)
C1 0.99279 0.85632 -0.63425
C2 -0.11085 0.10964 0.12435
C3 -0.17481 -1.25853 -0.20836
H1 1.17378 1.85882 -0.19454
N1 -0.43037 -2.37079 -0.50725
O1 1.69326 0.35799 -1.48256
S1 -0.99688 0.85176 1.24471

Output
Relative energy (zero: lowest compared OMol25 entry of this formula, charge and spin): 3.36 kcal per mole
Orbital gap: 7.745 eV
Structure (SMILES): N#CC(=S)C=O
HOMO level: -0.38098 Ha